[1]
C28H24ClN5O4PPtS as an isolated structure. Source: the OMol25 dataset; level of theory: ωB97M-V/def2-TZVPD.

Its total charge is +3. As for the multiplicity: 5. For the LUMO energy (alpha / beta), the calculation gives -8.9 / -12.4 eV. The calculation puts the gap between HOMO and LUMO (alpha / beta) at 7.0 / 4.6 eV.

Structure (XYZ):
```
65
Properties=species:S:1:pos:R:3:forces:R:3
Pt -0.268606 -1.183355 0.354772 0.05 0.10 0.12
O -2.395258 -0.546708 0.692445 -0.08 -0.04 -0.03
C -3.154841 0.094844 -0.022771 -0.03 0.03 0.07
C -2.898758 0.577456 -1.377634 -0.10 0.06 -0.08
C -3.884886 1.345870 -1.946974 0.13 -0.13 0.09
C -3.734512 1.833000 -3.257459 0.00 -0.03 -0.02
C -2.627812 1.548424 -4.044643 0.06 -0.02 -0.03
C -1.631783 0.767364 -3.509948 -0.02 0.08 -0.08
C -1.704180 0.263424 -2.155078 0.01 0.03 0.10
O -0.734448 -0.413421 -1.730314 -0.07 -0.01 -0.13
N -4.821593 2.681882 -3.810627 0.08 0.09 0.02
O -5.747798 2.901402 -3.064695 -0.03 -0.01 -0.03
O -4.662593 3.081492 -4.935593 -0.05 -0.03 0.01
H -4.146819 0.344780 0.379468 0.03 0.00 0.01
H -4.795468 1.597438 -1.416493 -0.01 -0.01 0.03
H -2.576384 1.943365 -5.051106 0.01 -0.01 0.01
H -0.745974 0.514313 -4.076048 0.01 0.00 -0.03
C -0.975772 -6.309665 -2.088635 -0.03 0.00 -0.01
C 0.161275 -5.439873 -1.730894 -0.04 0.01 0.04
N 1.420549 -5.680903 -1.995933 0.12 -0.08 -0.06
N 2.104404 -4.657428 -1.475028 -0.09 0.06 0.05
C 1.325568 -3.749631 -0.889386 0.01 -0.01 -0.01
S 1.829706 -2.317931 -0.102291 -0.02 0.16 -0.09
N 0.069057 -4.245474 -1.051076 0.08 0.05 0.02
N -1.067414 -3.605724 -0.552357 -0.01 -0.01 0.01
H -0.596201 -7.168927 -2.635780 0.00 -0.01 0.00
H -1.691666 -5.781478 -2.720244 -0.02 0.00 -0.01
H -1.490447 -6.663548 -1.193483 -0.01 -0.01 0.00
H 3.116242 -4.639679 -1.549168 -0.01 0.00 -0.01
H -1.750245 -3.517463 -1.300594 0.01 0.01 -0.01
H -1.468001 -4.171987 0.193658 -0.01 0.01 -0.01
Cl -0.074316 -1.937063 2.849769 -0.04 -0.04 0.05
C 0.314448 -0.439424 3.711528 -0.01 0.04 -0.06
C 0.243928 -0.495958 5.087293 0.02 0.07 -0.02
C 0.532990 0.657329 5.808399 -0.01 -0.03 -0.02
C 0.876093 1.830560 5.153216 0.01 0.01 -0.03
C 0.938911 1.861411 3.768782 0.01 -0.03 0.00
C 0.665299 0.715236 3.015257 0.01 0.01 0.05
P 0.787102 0.779946 1.220321 0.24 -0.26 0.01
C 0.347857 2.434743 0.705262 -0.14 -0.02 -0.05
C -0.978449 2.841099 0.895767 0.02 0.03 -0.03
C -1.358925 4.130185 0.563968 0.02 -0.06 0.01
C -0.422331 5.013123 0.035686 0.00 0.00 -0.01
C 0.892139 4.612411 -0.154307 0.01 -0.01 0.02
C 1.286171 3.324427 0.182553 -0.05 0.00 -0.02
C 2.499233 0.443436 0.737213 -0.03 0.11 -0.06
C 2.797495 0.415660 -0.636690 -0.04 -0.02 0.06
C 4.062095 0.015923 -1.071871 -0.01 -0.02 0.02
C 5.021075 -0.384862 -0.148916 -0.01 -0.01 0.05
C 4.717515 -0.384416 1.203458 -0.01 0.01 -0.03
C 3.455900 0.033142 1.650610 0.00 -0.06 0.02
H -0.034466 -1.410345 5.590430 -0.01 -0.03 0.02
H 0.479648 0.631398 6.887977 0.00 0.00 0.02
H 1.091822 2.725660 5.719916 0.00 0.00 0.00
H 1.199565 2.782986 3.263545 0.00 0.01 -0.01
H -1.698304 2.164083 1.343552 0.01 0.00 0.03
H -2.376097 4.456798 0.732734 -0.01 0.01 0.01
H -0.717386 6.023024 -0.214199 0.00 0.01 -0.01
H 1.618407 5.308264 -0.551063 0.01 0.01 0.00
H 2.318971 3.030672 0.052315 0.02 -0.01 0.00
H 2.060755 0.739782 -1.364075 -0.01 -0.01 0.01
H 4.295320 0.032735 -2.127782 0.01 0.00 -0.02
H 6.002766 -0.688666 -0.485227 0.01 0.00 0.00
H 5.458669 -0.696017 1.926709 0.02 0.00 0.01
H 3.240760 0.030859 2.711778 0.00 0.02 0.02
```
Positions in Å, forces in eV/Å.

[2]
C28H24ClN6O2PtS as an isolated structure. Source: the OMol25 dataset; level of theory: ωB97M-V/def2-TZVPD.

Its total charge is +3. For the LUMO energy, the calculation gives -9.1 eV. The calculation puts the gap between HOMO and LUMO at 6.1 eV.

Structure (XYZ):
```
63
Properties=species:S:1:pos:R:3:forces:R:3
Pt 0.188392 0.440797 0.105118 0.03 0.06 -0.06
C 0.790704 1.540687 -4.038693 0.00 0.00 0.00
C 2.091312 2.008747 -3.997681 0.00 0.00 -0.01
C 2.771749 2.017138 -2.786183 0.00 0.00 0.01
C 2.130498 1.570042 -1.650409 0.00 0.00 0.00
N 0.842325 1.138199 -1.697103 -0.02 -0.05 0.01
C 0.198804 1.109269 -2.864121 0.02 0.00 0.01
C 2.773997 1.467039 -0.322210 -0.01 0.00 -0.03
C 4.073640 1.804976 0.010543 0.01 0.00 0.00
C 4.509964 1.578079 1.308891 -0.02 -0.01 0.00
C 3.660702 1.013085 2.252250 0.02 0.01 0.00
C 2.369719 0.695317 1.874081 -0.04 -0.02 0.01
N 1.973811 0.946026 0.618356 0.08 -0.01 0.01
C 1.323116 0.049859 2.696424 0.01 0.01 0.01
C 1.502558 -0.340355 4.007847 0.02 0.00 -0.02
C 0.469622 -0.988915 4.671333 -0.02 -0.01 0.00
C -0.714532 -1.235665 3.998720 0.01 -0.01 0.01
C -0.836010 -0.813553 2.687122 0.02 -0.01 -0.01
N 0.148284 -0.176332 2.051863 -0.06 -0.01 0.00
H 0.236450 1.496903 -4.965089 0.00 0.00 0.00
H 2.582228 2.351659 -4.898352 0.00 0.00 0.00
H 3.796004 2.357427 -2.738549 0.00 0.00 0.00
H -0.805108 0.708802 -2.850485 0.00 0.00 0.00
H 4.742111 2.228822 -0.724266 0.00 0.00 0.00
H 5.523711 1.833819 1.585747 0.00 0.00 0.00
H 4.008979 0.821560 3.256483 0.00 0.00 0.00
H 2.441300 -0.154137 4.509170 0.00 0.00 0.00
H 0.597468 -1.306150 5.697429 0.00 0.00 0.00
H -1.533409 -1.756950 4.473165 0.00 0.00 0.00
H -1.732529 -1.000967 2.112874 -0.01 0.01 0.01
Cl -2.844170 -1.749075 -2.732806 0.02 -0.01 -0.01
C -3.784970 -0.869205 -1.540490 -0.05 0.04 0.02
C -2.912004 0.061177 -0.735577 0.07 -0.02 -0.14
O -3.600913 1.096914 -0.272589 0.04 0.00 0.08
O -1.727318 -0.141755 -0.548226 -0.12 0.03 0.15
H -4.248379 -1.573897 -0.846368 0.01 -0.01 -0.01
H -4.575557 -0.303496 -2.027536 0.00 0.00 0.00
N 1.634832 -2.045751 -0.562690 0.05 0.01 0.03
C 1.984977 -3.136910 -0.682433 -0.02 -0.01 0.01
C 2.417636 -4.496382 -0.833524 0.01 0.01 -0.03
C 2.410769 -5.349697 0.270289 0.00 0.00 0.00
C 2.831786 -6.658127 0.115449 0.00 0.00 0.00
C 3.255403 -7.108903 -1.128506 0.00 0.00 0.00
C 3.261251 -6.256288 -2.224793 0.00 0.00 0.00
C 2.842709 -4.945051 -2.084340 0.00 -0.01 0.00
H 2.080602 -4.987407 1.234634 0.00 0.00 0.00
H 2.831849 -7.328563 0.963594 0.00 0.00 0.00
H 3.584518 -8.132743 -1.243942 0.00 0.00 0.00
H 3.593553 -6.614627 -3.189100 0.00 0.00 0.00
H 2.844442 -4.271740 -2.930708 0.00 0.00 0.00
C -3.966957 4.679466 -1.089560 -0.01 -0.01 0.02
N -4.618994 4.248983 0.156822 0.01 0.01 -0.01
C -5.736372 4.818039 0.687861 -0.01 -0.01 0.00
C -6.030180 4.149359 1.843944 0.00 0.00 -0.01
N -5.083155 3.187296 1.977760 0.01 0.00 -0.01
C -4.217202 3.240484 0.948629 0.00 0.01 0.01
S -2.815903 2.245158 0.745792 -0.04 -0.01 -0.06
H -4.537064 5.508710 -1.495824 0.00 0.00 0.00
H -3.965701 3.857726 -1.800332 0.00 0.00 0.00
H -2.952463 5.003735 -0.874401 0.00 0.00 0.00
H -6.238087 5.647197 0.218088 0.00 0.00 0.00
H -6.823755 4.295035 2.557092 0.00 0.00 0.00
H -5.021014 2.525132 2.739514 0.00 -0.01 0.01
```
Positions in Å, forces in eV/Å.

[3]
C28H24ClN6O4STi as an isolated structure in a non-equilibrium geometry. Source: the OMol25 dataset; level of theory: ωB97M-V/def2-TZVPD.

Its total charge is +1. As for the multiplicity: 3. For the LUMO energy (alpha / beta), the calculation gives -3.2 / -5.7 eV. The calculation puts the gap between HOMO and LUMO (alpha / beta) at 4.6 / 5.3 eV.

Structure (XYZ):
```
65
Properties=species:S:1:pos:R:3:forces:R:3
Ti 2.453845 3.544039 16.611008 0.93 -2.21 -2.80
C 6.610689 4.358954 17.897714 0.26 -1.80 0.18
C 6.547996 5.617948 18.392861 -1.07 2.19 0.75
C 5.342405 6.340937 18.220790 0.95 0.26 -1.01
C 4.287390 5.750182 17.517380 -2.12 -0.97 0.00
N 4.305945 4.391692 17.243967 0.36 1.03 0.81
C 5.451025 3.761124 17.443173 -0.01 -1.62 -0.78
C 2.976114 6.310207 17.125748 1.31 1.73 0.93
C 2.770054 7.717425 17.024928 -0.14 -1.57 -0.35
C 1.678122 8.152258 16.313736 -0.39 0.87 -0.45
C 0.664356 7.241993 15.850071 0.17 -0.67 0.71
C 0.775062 5.943031 16.289034 -0.40 0.12 0.69
N 1.934392 5.445048 16.879371 0.49 0.85 -0.53
C -0.305558 4.922160 16.360179 -0.03 -0.15 -0.33
C -1.675884 5.127005 16.233619 -1.09 -0.31 -0.60
C -2.607443 4.036388 16.117562 2.35 2.15 0.86
C -2.050579 2.811298 16.288541 0.55 -0.19 -0.22
C -0.658369 2.650927 16.405759 -1.00 -0.42 0.44
N 0.186045 3.660708 16.538378 0.07 -0.02 -1.26
H 7.506544 3.755276 17.993249 -0.12 0.06 -0.04
H 7.381494 6.030393 18.980790 -0.42 0.04 -0.61
H 5.305371 7.420644 18.355766 0.04 -0.32 0.59
H 5.428378 2.673614 17.209794 0.15 0.86 0.08
H 3.511742 8.371664 17.465145 -0.12 0.22 -0.23
H 1.578879 9.222352 16.115139 -0.10 -0.38 0.03
H -0.213745 7.524655 15.251621 0.54 0.15 0.53
H -2.095925 6.122869 16.202907 0.33 0.17 -0.18
H -3.656659 4.209054 15.970309 -0.22 0.05 0.05
H -2.714624 1.993444 16.339172 -0.24 -1.22 -0.25
H -0.293462 1.631692 16.392891 0.43 0.12 0.31
C 2.679876 -2.190950 20.684264 -2.09 0.99 0.15
C 1.875145 -1.465742 19.607016 0.92 0.67 -0.31
C 0.512200 -1.597100 19.479425 -0.41 0.65 -0.19
C -0.194396 -0.955047 18.430340 2.54 0.05 -0.53
N 0.504290 -0.228664 17.498063 -1.23 -0.76 1.28
C 1.822694 -0.084080 17.619890 1.14 -0.36 1.04
S 2.833132 0.759002 16.576885 -0.30 0.71 -0.63
N 2.530041 -0.685610 18.685651 -3.28 -1.05 0.28
C -1.658758 -1.087256 18.288966 -1.05 0.19 -0.49
H 1.855954 -2.655311 21.281244 1.19 -0.06 -0.18
H 3.269857 -1.519562 21.350913 -0.27 -0.51 -0.78
H 3.248808 -2.920431 20.139918 0.62 -0.53 0.28
H -0.052836 -2.128605 20.220966 0.00 -0.31 0.17
H 3.516226 -0.684584 18.611743 1.05 0.26 0.06
H -2.191913 -1.810190 18.949003 0.77 0.75 -0.18
H -1.933260 -1.357188 17.265428 0.34 -0.15 -0.05
H -2.078805 -0.072690 18.357938 -0.09 -0.25 0.39
N 2.129404 3.082036 18.827701 -0.43 0.24 4.44
C 2.007774 3.068651 20.005938 0.50 -0.44 -3.79
C 1.869840 2.750584 21.403989 -0.05 -0.42 0.32
C 2.977360 2.614947 22.230002 1.79 0.56 0.72
C 2.865360 2.174999 23.569664 -0.94 0.39 -0.95
C 1.598216 1.761442 24.013212 1.72 -0.28 0.96
C 0.541811 1.805393 23.144936 -2.31 -0.30 0.73
C 0.621542 2.367500 21.903527 0.75 0.51 -0.81
H 3.974656 2.961655 21.869011 -0.91 -0.44 0.24
H 3.712503 2.222651 24.245858 -0.06 -0.15 -0.22
H 1.476665 1.407711 25.059179 0.01 0.23 -0.94
H -0.449271 1.454414 23.492405 0.67 0.34 -0.19
H -0.224146 2.608668 21.302332 -0.72 -0.37 -0.26
O 3.074225 3.232970 15.096719 -1.30 0.87 2.25
Cl 5.532578 8.185124 15.383461 2.31 2.02 -1.17
O 6.283993 9.028353 16.465414 -1.84 -2.28 -2.50
O 5.216746 9.027671 14.153377 0.49 -1.82 2.71
O 6.170958 6.886191 15.034749 -0.96 2.06 0.81
```
Positions in Å, forces in eV/Å.

Question: What is the formula in the third record?
Answer: C28H24ClN6O4STi

Question: The lowest total charge belongs to which entry?
Answer: C28H24ClN6O4STi

Question: What is the formula in the first record?
Answer: C28H24ClN5O4PPtS